# 1
# C4H6N

An isolated ion of composition C4H6N and charge +1 in a non-equilibrium geometry (ωB97M-V/def2-TZVPD, OMol25).

Computed properties:
HOMO: -15.0 eV
multiplicity: 1
SMILES: C=[N+]1C=C1C
E: -5724.464 eV
net charge: +1

Element x y z (Å)
N  0.979  0.102  0.054
C  -1.817  -0.212  -0.014
C  0.491  1.379  0.330
C  -0.423  0.453  0.116
C  1.928  -0.758  -0.233
H  -2.097  -0.065  -1.037
H  -1.754  -1.190  0.207
H  -2.644  0.327  0.587
H  2.968  -0.654  -0.074
H  0.759  2.385  0.609
H  1.610  -1.768  -0.546



# 2
# C4H3NO4

One molecule with the formula C4H3NO4 in a non-equilibrium geometry (ωB97M-V/def2-TZVPD, OMol25).

Computed properties:
HOMO: -10.9 eV
multiplicity: 1
SMILES: N#C[C@@H](O)C(=O)C(=O)O
E: -13875.420 eV

Element x y z (Å)
O  0.865  0.952  -1.092
O  -0.957  2.159  -0.736
O  -1.396  0.486  1.556
O  1.702  -0.669  0.839
N  -0.099  -2.314  -1.428
C  -0.492  0.263  0.765
C  -0.004  -1.718  -0.435
C  0.384  -0.941  0.774
C  -0.116  1.143  -0.455
H  1.979  -0.203  0.079
H  -1.770  2.048  -0.205
H  0.143  -1.553  1.689



# 3
# C4H6N2OS

C4H6N2OS as an isolated structure in a non-equilibrium geometry (ωB97M-V/def2-TZVPD, OMol25).

Computed properties:
HOMO: -8.9 eV
multiplicity: 1
E: -20102.174 eV

Element x y z (Å)
S  -0.458  0.969  0.403
O  1.036  -0.727  -1.083
N  0.518  -0.074  1.359
N  0.345  -1.780  3.330
C  -0.650  0.702  -2.437
C  0.189  -0.393  2.784
C  -0.600  0.279  -3.690
C  0.183  0.220  -1.137
H  -1.396  1.502  -2.181
H  -0.302  0.464  3.361
H  0.321  -0.409  -3.903
H  0.954  -2.207  2.591
H  -1.655  0.356  -4.505
H  0.352  -1.266  0.905



# 4
# C47H52AlN3P2Sb2SeTe

C47H52AlN3P2Sb2SeTe as an isolated structure (ωB97M-V/def2-TZVPD, OMol25).

Computed properties:
HOMO: -12.1 eV
multiplicity: 1
E: -164930.490 eV
net charge: +2

Element x y z (Å)
Te  1.604  4.270  -0.043
Sb  2.057  -0.705  0.845
Sb  -1.546  -1.416  2.347
Se  -1.299  -2.263  -0.973
P  0.597  1.539  -1.877
P  -0.936  2.043  0.402
Al  -0.380  -0.134  -0.324
N  -0.310  7.119  -3.544
N  -0.482  -2.788  -3.722
N  -2.454  -1.920  -3.592
C  -0.635  3.212  4.825
C  2.303  2.152  -4.010
C  2.212  1.735  -2.682
C  -1.385  -2.283  -2.870
C  -0.810  7.122  -2.311
C  -4.894  1.796  -0.537
C  0.327  -5.868  2.206
C  -5.185  3.076  -0.989
C  -0.188  -2.422  3.684
C  -0.920  0.910  -4.155
C  -0.848  2.503  2.145
C  -1.883  3.193  2.768
C  -2.569  -0.134  3.711
C  0.296  2.174  2.872
C  0.457  -3.562  2.954
C  -0.984  -2.732  -5.003
C  -2.276  2.498  -5.347
C  1.689  -3.430  2.299
C  -2.907  3.744  -0.601
C  0.783  6.394  -3.764
C  2.488  -2.168  2.364
C  3.400  0.798  1.544
C  0.370  2.668  -0.556
C  1.400  5.621  -2.787
C  4.624  1.735  -2.542
C  3.546  2.357  -4.595
C  -3.607  1.490  -0.117
C  -0.569  1.891  -3.233
C  1.541  -5.732  1.549
C  2.215  -4.524  1.609
C  4.706  2.149  -3.865
C  0.403  2.523  4.207
C  -2.610  2.462  -0.146
C  -1.773  3.548  4.107
C  -2.221  -2.191  -4.919
C  -3.029  -2.946  2.226
C  -0.268  6.385  -1.264
C  -1.074  3.180  -3.380
C  -1.767  1.213  -5.211
C  0.849  5.599  -1.514
C  -3.655  -1.272  -3.065
C  0.840  -3.300  -3.372
C  -0.198  -4.793  2.903
C  -1.926  3.483  -4.433
C  -4.193  4.048  -1.021
C  3.138  -1.675  -0.711
C  3.386  1.531  -1.959
H  -3.040  -0.740  4.483
H  -0.717  6.428  -0.279
H  -3.897  -2.558  1.694
H  5.526  1.583  -1.963
H  3.206  1.765  1.087
H  -1.685  7.742  -2.148
H  5.673  2.315  -4.322
H  2.955  -1.194  -1.670
H  -0.798  3.947  -2.668
H  -3.431  -0.238  -2.802
H  -1.132  -4.913  3.441
H  1.575  -2.499  -3.421
H  2.798  -2.711  -0.738
H  1.118  1.671  2.377
H  3.338  1.238  -0.921
H  -0.552  3.493  5.866
H  -4.419  -1.292  -3.837
H  1.410  2.328  -4.593
H  -0.197  -6.814  2.197
H  -4.423  5.045  -1.376
H  -3.327  -3.240  3.231
H  -2.014  0.457  -5.945
H  1.976  -6.571  1.021
H  0.519  -1.695  4.080
H  3.603  2.686  -5.624
H  -1.867  0.564  4.165
H  1.296  2.276  4.766
H  2.279  5.038  -3.030
H  -2.308  4.490  -4.543
H  2.438  -1.674  3.333
H  3.540  -2.376  2.161
H  1.185  6.424  -4.771
H  -5.671  1.042  -0.506
H  4.418  0.480  1.324
H  0.809  -3.712  -2.367
H  -3.333  0.431  3.179
H  1.106  -4.084  -4.076
H  4.205  -1.652  -0.494
H  -0.486  -0.082  -4.075
H  -3.380  0.487  0.236
H  3.187  -4.431  1.138
H  -2.934  2.735  -6.173
H  -0.797  -2.780  4.514
H  -0.429  -3.093  -5.851
H  -2.640  -3.809  1.689
H  3.283  0.881  2.624
H  -6.188  3.318  -1.316
H  -2.775  3.453  2.213
H  -2.953  -1.989  -5.680
H  -2.576  4.090  4.587
H  -2.129  4.497  -0.639
H  -4.007  -1.812  -2.191



# 5
# C3H3ClIN

A 2-piece molecular cluster, C3H3ClIN overall (ωB97M-V/def2-TZVPD, OMol25).

Computed properties:
HOMO: -10.2 eV
multiplicity: 1
SMILES: C=C(Cl)C#N.I
E: -25271.439 eV

Element x y z (Å)
I  1.415  1.287  2.631
Cl  0.985  -2.036  -0.150
N  -2.568  -1.221  -0.293
C  -1.448  -1.003  -0.400
C  -0.067  -0.707  -0.515
C  0.369  0.501  -0.863
H  -0.326  1.296  -1.082
H  1.419  0.717  -0.936
H  0.221  1.167  1.609



# 6
# C7H11NO

C7H11NO as an isolated structure in a non-equilibrium geometry (ωB97M-V/def2-TZVPD, OMol25).

Computed properties:
HOMO: -8.7 eV
multiplicity: 1
E: -10966.387 eV

Element x y z (Å)
O  2.134  1.003  -1.655
N  -0.358  -0.560  -0.751
C  0.959  -0.293  0.053
C  1.778  0.988  -0.382
C  -0.360  -1.641  0.374
C  -1.262  0.514  -0.342
C  -2.382  -0.134  0.447
C  0.190  -0.441  1.313
C  -1.046  0.378  1.242
H  2.812  1.006  0.224
H  1.208  1.799  -0.436
H  -2.848  0.821  0.778
H  1.776  -0.974  -0.469
H  0.424  -2.258  -0.108
H  -1.241  -2.085  0.283
H  -3.011  -1.134  0.483
H  1.455  0.410  -2.204
H  0.423  -0.826  2.407
H  -1.319  1.555  -0.625
H  -1.497  1.364  1.933



Repeat the fifth record exactly.
# C3H3ClIN

A 2-piece molecular cluster, C3H3ClIN overall (ωB97M-V/def2-TZVPD, OMol25).

Computed properties:
HOMO: -10.2 eV
multiplicity: 1
SMILES: C=C(Cl)C#N.I
E: -25271.439 eV

Element x y z (Å)
I  1.415  1.287  2.631
Cl  0.985  -2.036  -0.150
N  -2.568  -1.221  -0.293
C  -1.448  -1.003  -0.400
C  -0.067  -0.707  -0.515
C  0.369  0.501  -0.863
H  -0.326  1.296  -1.082
H  1.419  0.717  -0.936
H  0.221  1.167  1.609



What is the formula in the first record?
C4H6N



Copy entry 6 word for word.
# C7H11NO

C7H11NO as an isolated structure in a non-equilibrium geometry (ωB97M-V/def2-TZVPD, OMol25).

Computed properties:
HOMO: -8.7 eV
multiplicity: 1
E: -10966.387 eV

Element x y z (Å)
O  2.134  1.003  -1.655
N  -0.358  -0.560  -0.751
C  0.959  -0.293  0.053
C  1.778  0.988  -0.382
C  -0.360  -1.641  0.374
C  -1.262  0.514  -0.342
C  -2.382  -0.134  0.447
C  0.190  -0.441  1.313
C  -1.046  0.378  1.242
H  2.812  1.006  0.224
H  1.208  1.799  -0.436
H  -2.848  0.821  0.778
H  1.776  -0.974  -0.469
H  0.424  -2.258  -0.108
H  -1.241  -2.085  0.283
H  -3.011  -1.134  0.483
H  1.455  0.410  -2.204
H  0.423  -0.826  2.407
H  -1.319  1.555  -0.625
H  -1.497  1.364  1.933



multiplicity of number 3 (C4H6N2OS)?
1